1.
Density functional theory data (ωB97M-V/def2-TZVPD) for a cluster of 3 separate species, C19H43N2O7 in total.

Geometry (Å):
C (-0.0195, 1.0940, -4.6095)
N (0.8704, 0.6740, -5.6423)
C (1.0214, -0.7336, -5.6161)
C (1.8028, -1.3357, -4.3974)
C (2.9747, -0.4451, -4.0058)
C (3.9847, -1.1598, -3.1227)
N (5.1449, -0.3077, -2.7735)
C (6.0536, -0.0559, -3.8031)
C (6.1693, 1.3742, -4.2918)
O (6.7328, -0.9409, -4.2838)
H (0.1096, 0.5885, -3.6197)
H (-1.1114, 0.9527, -4.8398)
H (0.0990, 2.1684, -4.4006)
H (1.5707, -1.0524, -6.5168)
H (0.0462, -1.2995, -5.6305)
H (1.1222, -1.4519, -3.5462)
H (2.1688, -2.3353, -4.6704)
H (3.4474, -0.0797, -4.9240)
H (2.5877, 0.4261, -3.4684)
H (4.3497, -2.0786, -3.5835)
H (3.5014, -1.4453, -2.1827)
H (4.7927, 0.5764, -2.4260)
H (6.2063, 1.3451, -5.3797)
H (5.3274, 1.9934, -3.9880)
H (7.1006, 1.8145, -3.9290)
C (5.4256, -1.5276, 2.4051)
O (4.1079, -1.0463, 2.5228)
C (3.8931, 0.1131, 1.7403)
C (2.4167, 0.3480, 1.5091)
O (1.8651, -0.4892, 0.5132)
C (1.5641, -1.8281, 0.8570)
C (0.2920, -1.9895, 1.6550)
O (0.4964, -1.6689, 3.0212)
C (-0.7155, -1.3892, 3.6751)
H (6.1576, -0.7863, 2.7505)
H (5.5053, -2.4171, 3.0275)
H (5.6632, -1.7903, 1.3681)
H (4.3900, 0.0093, 0.7670)
H (4.3196, 0.9892, 2.2517)
H (2.3110, 1.3619, 1.1166)
H (1.8632, 0.2794, 2.4497)
H (2.4019, -2.3114, 1.3657)
H (1.4073, -2.3272, -0.1015)
H (-0.0587, -3.0274, 1.5672)
H (-0.4763, -1.3324, 1.2272)
H (-1.2312, -0.5392, 3.2126)
H (-0.4882, -1.1408, 4.7107)
H (-1.3990, -2.2472, 3.6571)
C (-2.8932, 3.2711, 2.9849)
O (-3.9719, 2.5390, 2.4539)
C (-3.5362, 1.4388, 1.6748)
C (-4.6450, 0.4295, 1.4934)
O (-4.8642, -0.3859, 2.6374)
C (-5.6341, 0.1808, 3.6823)
C (-7.1257, 0.1428, 3.4313)
O (-7.5149, 1.1768, 2.5492)
C (-8.7851, 0.9540, 1.9878)
H (-2.2572, 3.6843, 2.1932)
H (-3.3093, 4.0912, 3.5673)
H (-2.2708, 2.6464, 3.6371)
H (-2.6836, 0.9488, 2.1622)
H (-3.2063, 1.7900, 0.6879)
H (-4.3339, -0.2586, 0.7056)
H (-5.5641, 0.9272, 1.1775)
H (-5.3165, 1.2021, 3.9052)
H (-5.4357, -0.4446, 4.5557)
H (-7.6507, 0.2581, 4.3914)
H (-7.3937, -0.8355, 3.0110)
H (-8.8070, 0.0239, 1.4079)
H (-9.0014, 1.7906, 1.3264)
H (-9.5638, 0.9006, 2.7593)

As for the HOMO-LUMO gap: 3.58 eV. As for the charge: -1.



2.
Density functional theory data (ωB97M-V/def2-TZVPD) for a structure of composition C18H41N2OP3STl at a distorted geometry.

Geometry (Å):
Tl (-2.8149, 2.4536, -0.8089)
P (1.6432, -0.8806, 2.1422)
P (1.3489, 2.4587, 0.5456)
P (-1.1511, -2.1989, 0.5689)
H (-0.1778, 3.1544, -5.0600)
C (-0.7373, 2.2878, -4.7107)
C (-1.4058, 2.6478, -3.4022)
H (-1.1417, 3.6488, -3.0716)
C (3.0230, -1.8274, 1.3745)
C (2.6327, 0.0595, 3.3745)
C (1.0181, -2.1784, 3.2968)
C (0.9674, 3.7039, -0.7453)
C (1.8424, 3.6361, 1.8924)
C (3.0591, 2.0336, 0.0032)
C (-2.5189, -2.3177, -0.6706)
C (-1.9731, -3.2281, 1.8702)
C (-0.0714, -3.5053, -0.1564)
H (-1.5415, 2.0460, -5.4137)
H (-2.5221, 2.5668, -3.4950)
H (3.6922, -2.1938, 2.1629)
H (3.5780, -1.1614, 0.7002)
H (2.6256, -2.6685, 0.7943)
H (3.3558, -0.6316, 3.8257)
H (1.9870, 0.4698, 4.1618)
H (3.1742, 0.8840, 2.8963)
H (1.7851, -2.3511, 4.0630)
H (0.8294, -3.1193, 2.7652)
H (0.0974, -1.8335, 3.7937)
H (1.1465, 4.7165, -0.3670)
H (-0.0817, 3.6168, -1.0554)
H (1.5990, 3.5254, -1.6214)
H (2.7098, 4.2316, 1.5713)
H (2.1072, 3.0799, 2.8038)
H (1.0022, 4.3094, 2.1133)
H (3.7287, 2.8935, 0.1308)
H (3.0227, 1.7605, -1.0575)
H (3.4527, 1.1839, 0.5750)
H (-3.1064, -3.2343, -0.5017)
H (-2.1066, -2.3391, -1.6899)
H (-3.1694, -1.4376, -0.5615)
H (-2.5416, -4.0318, 1.3889)
H (-2.6566, -2.5854, 2.4390)
H (-1.2330, -3.6580, 2.5511)
H (-0.6666, -4.3730, -0.4642)
H (0.6931, -3.8242, 0.5581)
H (0.4294, -3.0857, -1.0359)
C (-1.0600, 0.3730, -3.1018)
C (0.1336, 0.1624, -3.8913)
C (0.0610, -1.1943, -4.4268)
C (-1.1608, -1.7327, -4.7629)
C (-2.3820, -1.2094, -4.2658)
C (-2.3179, -0.1951, -3.3051)
O (-0.9298, 1.6136, -2.4569)
H (1.0091, 0.3835, -3.2778)
H (0.0466, 1.1793, -4.6831)
H (1.0042, -1.7020, -4.6378)
H (-1.2091, -2.6415, -5.3780)
H (-3.3556, -1.6624, -4.5236)
H (-3.2400, 0.1929, -2.8406)
N (-1.4832, -0.5545, 4.7532)
C (-1.7264, 0.3843, 3.7754)
N (-0.9943, 1.5137, 3.8983)
S (-2.7965, 0.1363, 2.4907)
H (-1.0810, -0.2379, 5.6348)
H (-2.1797, -1.2780, 4.8413)
H (-1.0951, 2.2244, 3.1874)
H (-0.1762, 1.5404, 4.4967)

As for the HOMO-LUMO gap (spin up / spin down): 3.14 / 3.41 eV. As for the charge: +3. As for the relative energy (zero: lowest compared OMol25 entry of this formula, charge and spin): 503.47 kJ/mol.



3.
Density functional theory data (ωB97M-V/def2-TZVPD) for a cluster of 2 separate species, C5H13FN2S in total at a distorted geometry.

Geometry (Å):
C (0.8512, 2.4407, 1.0158)
C (0.9916, -1.3502, 0.7070)
C (-1.1547, -2.2450, -2.4493)
C (-0.5426, 1.9898, 0.6627)
C (-0.1738, -0.4699, 1.1329)
N (-0.9207, -1.3264, -1.2554)
N (-0.5075, 0.5856, 0.2048)
F (-3.3116, 0.2427, -1.1726)
S (-1.0998, 0.1360, -1.3082)
H (1.0324, 2.1611, 2.0113)
H (1.4982, 1.9484, 0.3416)
H (0.8630, 3.5192, 0.8905)
H (1.7815, -0.6908, 0.3701)
H (1.3928, -2.0585, 1.3720)
H (0.8330, -1.9835, -0.1907)
H (-1.0925, -1.9407, -3.4238)
H (-2.0634, -2.7375, -2.1310)
H (-0.3134, -2.9408, -2.3429)
H (-1.3012, 1.9760, 1.4632)
H (-1.0324, 2.4466, -0.1586)
H (-0.9761, -1.1628, 1.1849)
H (0.0660, -0.0063, 1.9909)

As for the HOMO-LUMO gap (spin up / spin down): 7.14 / 5.71 eV. The expectation value of S² is 2.011. The spin multiplicity is 3.



4.
Density functional theory data (ωB97M-V/def2-TZVPD) for an isolated molecule of C20H25N3OS.

Geometry (Å):
C (-2.6349, -4.5566, -1.3598)
C (-2.5304, -3.3451, -0.4412)
C (-3.4753, -2.2276, -0.8825)
C (-3.4311, -0.9923, 0.0212)
H (-3.3086, -1.3104, 1.0587)
C (-2.3301, 0.0144, -0.3316)
N (-1.0021, -0.4915, -0.1195)
C (-0.0849, -0.9465, -1.0295)
N (1.0377, -1.3228, -0.4780)
C (0.8880, -1.1162, 0.8681)
C (1.7721, -1.3297, 1.9187)
C (1.3479, -0.9967, 3.1876)
C (0.0790, -0.4633, 3.4193)
C (-0.8156, -0.2497, 2.3899)
C (-0.3985, -0.5845, 1.1120)
H (-1.7936, 0.1675, 2.5779)
H (-0.2082, -0.2113, 4.4296)
H (2.0113, -1.1471, 4.0268)
H (2.7544, -1.7345, 1.7347)
C (-0.3326, -1.0346, -2.4965)
H (-1.1052, -0.3229, -2.7910)
H (-0.6908, -2.0429, -2.7247)
C (0.9443, -0.7639, -3.2965)
H (1.7639, -1.3207, -2.8408)
H (0.8117, -1.1078, -4.3233)
C (1.2848, 0.7284, -3.3276)
N (1.5284, 1.2669, -2.0117)
C (0.5567, 1.9005, -1.3136)
O (-0.5219, 2.2090, -1.7957)
C (0.8926, 2.2286, 0.0799)
C (0.0410, 2.8028, 0.9843)
C (0.6119, 2.9562, 2.2606)
C (1.8918, 2.5011, 2.3141)
S (2.4252, 1.8790, 0.8109)
H (2.5613, 2.4921, 3.1511)
H (0.0961, 3.3825, 3.1020)
H (-0.9573, 3.1016, 0.7205)
H (2.3108, 0.8793, -1.5057)
H (0.4497, 1.2964, -3.7463)
H (2.1741, 0.8942, -3.9429)
H (-2.4467, 0.9037, 0.2966)
H (-2.4271, 0.3344, -1.3702)
H (-4.3812, -0.4592, -0.0543)
H (-3.2462, -1.9356, -1.9098)
H (-4.4932, -2.6259, -0.8783)
H (-1.4989, -2.9933, -0.4320)
H (-2.7837, -3.6435, 0.5791)
H (-2.3757, -4.2868, -2.3818)
H (-3.6487, -4.9518, -1.3593)
H (-1.9591, -5.3428, -1.0322)

Its SMILES is CCCCCn1c(CCCNC(=O)c2cccs2)nc2ccccc21. As for the HOMO-LUMO gap: 8.62 eV. As for the relative energy (zero: lowest compared OMol25 entry of this formula, charge and spin): 7.94 kJ/mol.



5.
Density functional theory data (ωB97M-V/def2-TZVPD) for the ion C16H34N3S with charge +1.

Geometry (Å):
C (-6.1525, -3.1054, 0.9991)
H (-5.9319, -2.8357, 2.0295)
H (-6.2769, -4.1838, 0.9462)
C (-5.0316, -2.6504, 0.0734)
C (-4.8359, -1.1366, 0.1248)
C (-3.7115, -0.6781, -0.8013)
C (-3.5585, 0.8426, -0.8631)
C (-3.0663, 1.4463, 0.4529)
C (-2.6926, 2.9253, 0.3380)
H (-3.4874, 3.4609, -0.1820)
C (-1.3773, 3.1837, -0.4071)
N (-0.2306, 2.6505, 0.3011)
C (0.3644, 1.4652, 0.1742)
N (0.0200, 0.6296, -0.8281)
H (-0.7759, 0.8974, -1.3881)
C (0.3958, -0.7668, -0.8882)
H (-0.3716, -1.2903, -1.4591)
H (0.4157, -1.1835, 0.1252)
C (1.7557, -0.9890, -1.5670)
N (2.8687, -0.8239, -0.6099)
C (4.0921, -0.2596, -1.2139)
C (5.1071, 0.0629, -0.1240)
C (5.4500, -1.1913, 0.6721)
C (4.1691, -1.7939, 1.2381)
C (3.1819, -2.0742, 0.1126)
H (2.2572, -2.4889, 0.5160)
H (3.6076, -2.7893, -0.5975)
H (4.3834, -2.7247, 1.7617)
H (3.7189, -1.1020, 1.9521)
H (6.1332, -0.9415, 1.4818)
H (5.9480, -1.9168, 0.0264)
H (6.0018, 0.4786, -0.5858)
H (4.6905, 0.8189, 0.5442)
H (3.8251, 0.6498, -1.7555)
H (4.5040, -0.9848, -1.9212)
H (2.5017, -0.1008, 0.1471)
H (1.7995, -1.9901, -2.0007)
H (1.8680, -0.2609, -2.3730)
S (1.5979, 1.0939, 1.2564)
H (0.0812, 3.1943, 1.0950)
H (-1.2239, 4.2617, -0.4962)
H (-1.4127, 2.7763, -1.4188)
H (-2.6064, 3.3502, 1.3399)
H (-3.8599, 1.3567, 1.1941)
H (-2.2119, 0.8779, 0.8307)
H (-2.8695, 1.0911, -1.6772)
H (-4.5209, 1.2880, -1.1196)
H (-3.9175, -1.0494, -1.8083)
H (-2.7705, -1.1279, -0.4687)
H (-5.7655, -0.6454, -0.1689)
H (-4.6132, -0.8440, 1.1523)
H (-4.1005, -3.1460, 0.3603)
H (-5.2638, -2.9499, -0.9511)
H (-7.0929, -2.6380, 0.7170)

Its SMILES is CCCCCCCCNC(=S)NCC[NH+]1CCCCC1. As for the HOMO-LUMO gap: 9.94 eV. As for the charge: +1. As for the relative energy (zero: lowest compared OMol25 entry of this formula, charge and spin): 1.60 kJ/mol.



One value per record, in order, for total energy: -1385.77126, -2488.75031, -805.61541, -1414.86827, -1192.33282 hartree.